Here is C5H12FN2O2S2 as an isolated structure at a distorted geometry from the OMol25 dataset. Energies are from ωB97M-V/def2-TZVPD.

XYZ file:
```
24
Properties=species:S:1:pos:R:3:nbo_charge:R:1
C -0.625 -0.879 1.354 -0.642
C -1.393 1.327 0.094 -0.090
C 0.271 -0.748 0.166 0.090
C 0.665 -2.013 -0.573 -0.685
C 2.899 0.020 -0.797 -0.849
N -0.970 0.383 -0.846 -0.092
N -2.811 1.744 -0.203 -0.722
O 2.200 -0.176 1.829 -0.899
O 1.313 1.688 0.452 -0.946
F -2.083 -0.447 -1.169 -0.289
S -1.346 0.705 1.918 0.195
S 1.757 0.364 0.533 2.141
H -1.336 -1.671 1.006 0.242
H -0.017 -1.325 2.101 0.295
H -0.564 2.188 0.139 0.334
H 1.040 -1.716 -1.545 0.239
H -0.259 -2.516 -0.720 0.244
H 1.359 -2.496 -0.009 0.258
H 2.399 -0.441 -1.499 0.231
H 3.374 0.988 -1.026 0.281
H 3.617 -0.689 -0.554 0.266
H -2.703 2.508 -0.876 0.457
H -3.306 2.272 0.574 0.457
H -3.480 0.931 -0.349 0.486
```

## Properties
Relative energy (zero: lowest compared OMol25 entry of this formula, charge and spin) in kJ/mol: 17.43
HOMO energy in eV: -13.129
E in eV: -36830.640
Frontier orbital gap in eV: 9.4
Multiplicity: 1
Total charge: +1



Here is C12H23N2O3P2Pb as an isolated structure at a distorted geometry from the OMol25 dataset. Energies are from ωB97M-V/def2-TZVPD.

XYZ file:
```
43
Properties=species:S:1:pos:R:3:nbo_charge:R:1
Pb -0.766 0.551 0.422 0.822
P -2.269 -0.020 -1.665 0.973
C -1.083 -1.236 -2.332 -0.775
C 0.409 -0.897 -2.295 0.246
N 0.870 -0.096 -1.333 -0.511
C 2.149 0.224 -1.133 0.243
C 3.088 -0.265 -2.029 -0.228
C 2.665 -1.105 -3.055 -0.125
C 1.320 -1.440 -3.188 -0.222
C 2.503 1.181 0.003 -0.766
P 1.512 1.199 1.518 0.967
H 0.949 -2.089 -3.969 0.239
H 4.123 0.017 -1.897 0.237
H 3.387 -1.505 -3.757 0.243
H 3.500 0.942 0.383 0.247
H 2.520 2.207 -0.399 0.277
H -1.245 -2.190 -1.794 0.280
H -1.408 -1.348 -3.373 0.252
H -0.896 -3.560 2.577 0.469
O -1.100 -4.348 2.035 -0.940
H -0.388 -4.965 2.284 0.472
H -0.058 -0.507 5.152 0.455
O -0.124 -1.367 5.609 -0.933
H -0.191 -1.101 6.546 0.481
C 2.031 -0.155 2.537 -0.962
H 3.068 0.104 2.755 0.249
H 1.452 -0.215 3.466 0.266
H 1.986 -1.127 2.030 0.275
C 1.668 2.752 2.329 -0.954
H 1.067 2.780 3.243 0.274
H 2.730 2.781 2.568 0.238
H 1.393 3.592 1.684 0.279
C -2.491 1.265 -2.874 -0.963
H -2.907 0.734 -3.735 0.232
H -3.199 2.025 -2.520 0.280
H -1.552 1.758 -3.158 0.263
C -3.781 -0.865 -1.280 -0.956
H -4.523 -0.171 -0.871 0.279
H -4.109 -1.243 -2.250 0.244
H -3.628 -1.694 -0.579 0.275
O -3.700 3.981 1.010 -0.572
C -2.895 3.127 0.787 0.808
N -2.079 2.288 0.546 -0.957
```

## Properties
Relative energy (zero: lowest compared OMol25 entry of this formula, charge and spin) in kJ/mol: 0.00
HOMO energy in eV: -9.797
E in eV: -45758.832
Frontier orbital gap in eV: 6.8
Multiplicity: 1
Total charge: +1



Here is C2H11F4HfO4 as an isolated structure at a distorted geometry from the OMol25 dataset. Energies are from ωB97M-V/def2-TZVPD.

XYZ file:
```
22
Properties=species:S:1:pos:R:3:nbo_charge:R:1
Hf 1.122 -0.687 0.258 2.710
F 2.494 -2.232 1.069 -0.783
F -0.098 -2.526 -0.035 -0.803
F 2.073 0.490 1.785 -0.762
F 1.835 1.079 -0.953 -0.803
C -1.910 2.024 -0.532 -0.631
C -1.440 1.612 0.851 -0.015
O -0.725 0.445 0.871 -0.939
H -2.778 2.693 -0.521 0.178
H -2.130 1.158 -1.154 0.192
H -1.139 2.591 -1.069 0.197
H -2.368 1.518 1.458 0.104
H -0.956 2.413 1.435 0.136
O -0.337 -0.478 -1.630 -0.928
H -1.095 -1.071 -1.661 0.509
H -0.337 0.020 -2.450 0.493
O 2.384 -1.346 -1.692 -0.931
H 2.539 -2.176 -2.147 0.498
H 2.738 -0.647 -2.252 0.513
O 0.213 -1.571 2.453 -0.911
H 0.115 -0.929 3.161 0.490
H -0.198 -2.380 2.758 0.487
```

## Properties
Relative energy (zero: lowest compared OMol25 entry of this formula, charge and spin) in kJ/mol: 0.00
HOMO energy in eV: -4.756
E in eV: -22627.677
Frontier orbital gap in eV: 7.5
Multiplicity: 1
Total charge: -1



Here is a 2-piece molecular cluster, C9H20Si overall at a distorted geometry from the OMol25 dataset. Energies are from ωB97M-V/def2-TZVPD.

XYZ file:
```
30
Properties=species:S:1:pos:R:3:nbo_charge:R:1
C -1.806 2.004 1.118 -0.528
C -1.938 1.224 0.073 0.132
C -3.057 1.034 -0.814 -0.744
C 1.825 2.237 0.038 -0.620
C 2.847 0.108 0.014 -0.604
C -1.295 -2.331 -0.428 -0.608
C 0.524 -2.232 1.008 -0.611
C 1.547 0.780 0.320 -0.687
C 0.177 -1.881 -0.357 -0.690
Si 0.156 0.026 -0.704 1.119
H -0.829 1.891 1.710 0.216
H -2.601 2.384 1.659 0.209
H -3.980 1.096 -0.245 0.240
H -3.202 0.132 -1.399 0.243
H -3.046 1.764 -1.578 0.238
H 1.844 2.460 -1.016 0.205
H 1.047 2.955 0.293 0.207
H 2.724 2.647 0.356 0.206
H 3.592 0.248 0.663 0.208
H 3.093 0.587 -0.925 0.203
H 2.522 -0.864 -0.256 0.212
H -2.030 -1.886 0.279 0.199
H -1.770 -2.253 -1.417 0.205
H -1.363 -3.350 -0.161 0.197
H -0.041 -1.748 1.840 0.205
H 1.634 -2.032 1.267 0.200
H 0.352 -3.239 1.167 0.202
H 1.356 0.636 1.467 0.222
H 0.640 -2.528 -1.106 0.236
H 0.709 0.008 -2.208 -0.212
```

## Properties
Relative energy (zero: lowest compared OMol25 entry of this formula, charge and spin) in kJ/mol: 118.27
<S²>: 2.013
HOMO energy (alpha / beta) in eV: -5.322 / -9.468
E in eV: -17527.344
Frontier orbital gap (alpha / beta) in eV: 6.2 / 7.2
Multiplicity: 3



Here is an isolated ion of composition C8H10NO4S2 and charge +1 at a distorted geometry from the OMol25 dataset. Energies are from ωB97M-V/def2-TZVPD.

XYZ file:
```
25
Properties=species:S:1:pos:R:3:nbo_charge:R:1
C -1.010 -0.563 -0.830 -0.183
C -0.461 1.714 -0.316 -0.251
C 0.349 -0.904 -0.934 0.172
C -1.373 0.674 -0.562 -0.257
C 0.858 1.544 -0.454 0.025
C 2.705 -0.229 -1.013 -0.258
C 3.336 1.177 -1.050 -0.634
C -4.169 0.569 1.985 -0.277
N 1.320 -0.073 -0.859 -0.228
O 2.617 1.516 1.348 -0.926
O -3.335 2.358 -0.560 -0.895
O -3.747 0.171 -1.375 -0.883
O -3.063 0.469 1.124 -0.714
S 2.482 2.284 0.134 1.385
S -3.056 0.985 -0.441 2.397
H -1.802 -1.282 -1.052 0.286
H -0.914 2.735 -0.130 0.312
H 0.523 -1.914 -1.058 0.232
H 2.806 -0.883 -1.871 0.256
H 3.172 -0.781 -0.219 0.262
H 4.418 1.005 -0.710 0.285
H 3.355 1.916 -1.910 0.259
H -4.484 -0.431 2.349 0.218
H -5.096 0.850 1.415 0.204
H -4.012 1.356 2.723 0.214
```

## Properties
Relative energy (zero: lowest compared OMol25 entry of this formula, charge and spin) in kJ/mol: 120.94
HOMO energy in eV: -14.066
E in eV: -39797.151
Frontier orbital gap in eV: 8.5
Multiplicity: 1
Total charge: +1